Record 1
This record from the OMol25 dataset describes a molecular structure, C45H51CsN9O8SSb. The level of theory is wB97M-V/def2-TZVPD.

Last column: Mulliken charge in e.
Geometry (Å):
Cs1 -1.170 -0.134 0.984  1.279
O1 -1.921 -1.652 3.056  -0.630
C1 -3.058 -1.715 3.605  0.125
C2 -3.170 -1.752 5.041  -0.491
C3 -4.368 -1.841 5.705  -0.453
C4 -5.572 -1.912 4.995  -0.713
C5 -5.508 -1.889 3.614  -0.767
C6 -4.317 -1.795 2.874  0.984
C7 -4.450 -1.790 1.435  -0.526
N1 -3.498 -1.762 0.577  0.302
N2 -3.982 -1.822 -0.739  -0.886
C8 -3.008 -1.603 -1.586  -0.240
O2 -1.803 -1.293 -1.358  -0.251
C9 -3.418 -1.726 -3.047  0.172
C10 -4.747 -1.878 -3.446  -0.194
C11 -5.074 -1.944 -4.796  -0.604
C12 -4.077 -1.877 -5.765  -0.424
C13 -2.749 -1.752 -5.373  -0.518
C14 -2.424 -1.675 -4.025  -0.297
H1 -2.236 -1.703 5.592  0.247
H2 -4.372 -1.857 6.791  0.374
H3 -6.527 -1.984 5.501  0.330
H4 -6.438 -1.951 3.053  0.234
H5 -5.481 -1.816 1.059  0.203
H6 -5.507 -1.931 -2.678  0.462
H7 -6.110 -2.050 -5.096  0.370
H8 -4.337 -1.932 -6.816  0.352
H9 -1.965 -1.708 -6.120  0.388
H10 -1.400 -1.556 -3.683  0.368
O3 1.248 -7.494 -3.337  -0.509
C15 0.245 -6.784 -2.733  0.689
O4 -0.893 -7.108 -2.941  -0.576
C16 0.663 -5.653 -1.867  0.915
C17 -0.286 -4.685 -1.525  -0.988
C18 0.061 -3.592 -0.756  1.006
C19 1.364 -3.474 -0.270  -0.764
C20 2.317 -4.438 -0.597  -0.401
C21 1.964 -5.513 -1.396  -1.266
N3 1.706 -2.346 0.479  0.514
C22 2.240 -2.492 1.613  -0.767
C23 2.718 -1.360 2.418  0.841
C24 3.400 -1.619 3.602  -1.019
C25 3.891 -0.553 4.339  -0.472
C26 3.679 0.728 3.870  -0.869
C27 2.962 0.895 2.688  -0.492
N4 2.488 -0.121 1.978  0.448
H11 2.089 -7.043 -3.185  0.300
H12 -1.296 -4.786 -1.900  0.546
H13 -0.651 -2.792 -0.562  -0.103
H14 3.336 -4.323 -0.247  0.509
H15 2.727 -6.256 -1.610  0.242
H16 2.388 -3.488 2.050  0.488
H17 3.516 -2.641 3.942  0.389
H18 4.411 -0.721 5.274  0.407
H19 4.019 1.598 4.417  0.509
H20 2.704 1.885 2.336  0.540
C28 -1.926 4.856 -5.148  -0.969
N5 -2.381 3.626 -4.546  0.228
C29 -3.114 2.629 -5.185  -0.753
C30 -3.280 1.632 -4.305  -0.072
N6 -2.650 2.020 -3.134  0.291
C31 -2.093 3.250 -3.261  -0.061
S1 -1.236 4.181 -2.162  -0.435
H21 -2.634 5.164 -5.917  0.324
H22 -0.937 4.728 -5.592  0.292
H23 -1.859 5.615 -4.372  0.338
H24 -3.433 2.722 -6.208  0.434
H25 -3.768 0.680 -4.408  0.344
H26 -2.521 1.442 -2.316  0.076
C32 1.997 1.533 -3.709  -1.220
Sb1 1.551 -0.082 -2.335  0.811
C33 3.571 -0.236 -1.592  -1.300
C34 1.904 -1.598 -3.871  -1.434
H27 2.811 1.230 -4.374  0.455
H28 2.316 2.393 -3.118  0.163
H29 1.126 1.801 -4.311  0.329
H30 3.910 -1.265 -1.735  0.476
H31 3.601 0.003 -0.528  -0.068
H32 4.216 0.442 -2.156  0.540
H33 2.934 -1.531 -4.236  0.484
H34 1.226 -1.425 -4.712  0.419
H35 1.721 -2.603 -3.482  0.228
C35 2.051 5.444 -0.849  -1.728
C36 3.109 4.498 -0.295  1.871
C37 3.139 4.582 1.233  -1.565
C38 4.481 4.867 -0.853  -1.932
N7 2.833 3.137 -0.799  -0.240
N8 1.556 2.571 -0.538  0.383
H36 2.325 6.481 -0.634  0.524
H37 1.077 5.248 -0.398  0.187
H38 1.957 5.319 -1.931  0.347
H39 3.277 5.618 1.562  0.506
H40 3.976 3.992 1.626  0.287
H41 2.214 4.212 1.679  0.303
H42 4.764 5.878 -0.547  0.417
H43 4.472 4.814 -1.944  0.369
H44 5.244 4.175 -0.483  0.386
H45 3.526 2.497 -0.422  0.211
H46 0.872 2.994 -1.157  -0.172
H47 1.218 2.705 0.419  -0.014
O5 -1.433 1.878 2.666  -0.781
C39 -0.299 2.194 3.061  -0.749
O6 0.591 2.838 2.453  -0.705
C40 0.070 1.661 4.445  0.234
C41 0.239 2.515 5.524  -0.363
C42 0.586 2.038 6.783  -0.686
C43 0.804 0.688 6.979  -0.716
C44 0.646 -0.159 5.888  -1.293
C45 0.266 0.289 4.633  1.169
N9 0.925 -1.581 6.084  1.193
O7 0.806 -2.335 5.135  -0.536
O8 1.305 -1.945 7.198  -0.732
H48 0.097 3.580 5.373  0.486
H49 0.692 2.730 7.610  0.373
H50 1.087 0.285 7.939  0.523
H51 0.148 -0.440 3.836  1.209

Cartesian forces, eV/Å:
1.032 0.076 -0.456
-0.178 -0.218 0.330
-0.112 -0.295 -0.055
0.002 0.049 -0.080
0.097 0.015 -0.023
-0.063 -0.016 -0.055
0.010 0.042 -0.249
0.109 0.098 0.970
0.183 -0.059 -0.211
-0.877 -0.221 0.003
0.264 -0.028 0.105
-0.347 -0.030 -0.523
-0.060 -0.149 -0.835
0.027 -0.036 0.054
0.010 0.071 -0.101
0.057 0.026 0.103
0.047 -0.010 0.026
0.005 -0.017 -0.017
-0.042 0.042 0.177
-0.015 -0.003 -0.038
-0.024 -0.005 0.000
0.029 0.001 0.012
0.000 0.012 -0.030
0.017 -0.078 -0.017
0.018 0.002 0.009
-0.003 0.000 0.012
0.018 0.000 -0.011
-0.013 -0.001 0.007
-0.051 -0.014 -0.070
0.007 0.132 0.077
-0.169 -0.224 -0.220
0.194 0.050 0.087
0.011 0.140 0.106
-0.024 -0.053 -0.112
0.015 0.206 0.046
-0.094 -0.185 -0.111
0.025 0.000 -0.005
0.099 -0.026 0.050
-0.007 0.192 -0.082
-0.055 -0.300 -0.056
0.154 0.378 0.302
-0.017 -0.111 -0.028
0.039 -0.009 0.080
-0.050 0.048 -0.044
-0.096 -0.059 0.008
0.058 0.013 -0.119
-0.097 -0.034 -0.024
0.017 0.013 0.018
-0.019 -0.209 -0.050
-0.006 -0.008 0.007
0.001 0.008 0.015
-0.009 0.017 0.032
0.009 0.024 0.017
-0.002 -0.029 -0.013
0.005 -0.019 0.007
0.004 0.007 -0.034
-0.024 -0.063 -0.012
-0.141 -0.159 0.099
0.154 0.278 -0.065
0.032 -0.249 0.230
0.020 -0.038 0.019
0.077 0.295 -0.508
-0.035 -0.181 0.115
-0.010 -0.022 0.004
0.012 0.013 0.013
-0.001 0.028 0.017
-0.012 0.003 0.033
-0.009 -0.034 0.051
-0.016 -0.048 0.014
0.136 -0.036 -0.013
-0.218 -0.005 -0.014
0.069 0.035 0.013
0.029 0.053 -0.067
-0.041 0.011 0.022
-0.045 -0.031 -0.051
-0.025 -0.036 0.063
0.004 0.051 0.028
-0.044 0.007 -0.068
-0.005 -0.059 0.056
-0.049 -0.014 0.021
0.010 -0.027 0.057
0.007 0.050 0.026
-0.027 0.025 -0.015
-0.046 -0.037 0.002
-0.001 0.003 0.077
0.043 -0.008 -0.040
0.031 0.068 0.072
-0.049 0.013 0.092
-0.016 -0.039 0.004
0.014 0.008 -0.015
-0.005 0.004 0.028
0.021 -0.044 -0.028
-0.049 0.012 0.000
-0.004 -0.016 -0.018
0.002 -0.026 0.012
-0.004 0.010 0.035
-0.021 0.022 -0.030
-0.045 -0.017 -0.030
0.064 -0.032 -0.083
0.131 0.016 0.063
-0.004 0.949 0.676
-0.136 -0.024 -0.040
0.006 0.037 0.184
0.147 -0.236 -0.122
0.014 0.139 -0.001
-0.002 0.020 -0.006
-0.030 -0.035 -0.070
-0.076 0.323 -0.017
0.099 -0.074 0.105
0.258 -0.664 -0.005
0.043 0.328 0.417
-0.189 0.124 -0.411
0.010 -0.028 -0.019
0.008 -0.023 0.018
0.002 -0.014 -0.011
-0.196 0.177 0.102

Results
Gap between HOMO and LUMO in Eh: 0.1805
HOMO energy in eV: -1.457
Multiplicity: 1
Total charge: -2



Record 2
This record from the OMol25 dataset describes a molecular structure, C45H53AsBClF6N6PS3Y. The level of theory is wB97M-V/def2-TZVPD.

Last column: Mulliken charge in e.
Geometry (Å):
Y1 -0.598 0.472 -0.249  0.056
C1 1.699 1.435 -4.576  -1.665
C2 1.366 -0.008 -4.363  -0.251
C3 0.964 -0.825 -5.370  -0.377
C4 0.615 -2.180 -5.138  0.040
N1 0.735 -2.713 -3.948  -0.441
N2 1.154 -1.894 -2.949  0.939
B1 1.218 -2.594 -1.605  -0.774
N3 2.517 -2.405 -0.774  0.929
N4 3.522 -2.804 -1.518  -0.487
C5 4.745 -2.827 -0.989  -0.074
C6 4.923 -2.534 0.368  -0.354
C7 3.868 -2.152 1.167  0.276
C8 4.048 -1.825 2.618  -1.951
C9 2.613 -2.052 0.525  1.001
S1 1.276 -1.408 1.409  0.012
C10 5.897 -3.231 -1.879  2.004
C11 6.423 -4.586 -1.368  -1.520
C12 5.450 -3.360 -3.332  -1.646
C13 6.999 -2.164 -1.768  -1.654
N5 -0.069 -2.984 -0.878  -0.359
N6 0.584 -3.994 -1.504  0.126
C14 0.157 -5.226 -1.533  0.601
C15 -1.103 -5.430 -0.891  -1.134
C16 -1.802 -4.432 -0.285  -0.025
C17 -3.131 -4.666 0.353  -1.883
C18 -1.225 -3.093 -0.244  1.368
S2 -1.984 -1.816 0.561  -0.279
C19 0.959 -6.339 -2.161  2.356
C20 2.195 -5.780 -2.860  -1.606
C21 0.073 -7.104 -3.156  -1.496
C22 1.376 -7.285 -1.020  -1.883
C23 1.407 -0.589 -3.069  0.845
S3 1.797 0.350 -1.666  -0.096
C24 0.081 -3.020 -6.283  1.942
C25 -1.216 -2.358 -6.777  -1.655
C26 1.124 -3.045 -7.412  -1.741
C27 -0.218 -4.442 -5.834  -1.806
H1 1.677 1.677 -5.636  0.497
H2 2.686 1.672 -4.178  0.405
H3 0.978 2.064 -4.054  0.169
H4 0.876 -0.427 -6.372  0.469
H5 5.910 -2.625 0.803  0.505
H6 5.065 -2.047 2.932  0.422
H7 3.359 -2.404 3.235  0.422
H8 3.861 -0.769 2.813  0.441
H9 5.656 -5.360 -1.429  0.285
H10 6.780 -4.530 -0.338  0.386
H11 7.264 -4.896 -1.989  0.468
H12 4.688 -4.129 -3.460  0.139
H13 6.313 -3.633 -3.938  0.520
H14 5.054 -2.418 -3.716  0.354
H15 7.418 -2.090 -0.763  0.370
H16 6.636 -1.179 -2.067  0.362
H17 7.818 -2.435 -2.434  0.470
H18 -1.514 -6.431 -0.901  0.435
H19 -3.475 -5.682 0.177  0.437
H20 -3.864 -3.960 -0.040  0.414
H21 -3.070 -4.493 1.430  0.399
H22 1.931 -5.053 -3.629  -0.032
H23 2.737 -6.599 -3.333  0.795
H24 2.873 -5.305 -2.149  0.003
H25 -0.252 -6.473 -3.981  0.178
H26 -0.808 -7.538 -2.682  0.425
H27 0.655 -7.929 -3.565  0.476
H28 1.971 -6.770 -0.263  0.354
H29 1.985 -8.085 -1.441  0.491
H30 0.517 -7.748 -0.533  0.405
H31 -1.041 -1.364 -7.192  0.377
H32 -1.951 -2.268 -5.975  0.306
H33 -1.650 -2.968 -7.570  0.506
H34 1.313 -2.053 -7.825  0.374
H35 0.756 -3.667 -8.228  0.467
H36 2.073 -3.465 -7.072  0.376
H37 -0.974 -4.460 -5.046  0.293
H38 0.679 -4.946 -5.471  0.323
H39 -0.602 -5.009 -6.683  0.502
Cl1 -1.989 0.848 2.216  -0.252
C28 -1.938 2.543 2.789  1.349
C29 -2.361 2.740 4.088  -0.716
C30 -2.366 4.042 4.570  -0.524
C31 -1.958 5.093 3.760  -0.886
C32 -1.541 4.850 2.461  -0.314
C33 -1.526 3.555 1.942  -0.592
P1 -1.007 3.232 0.235  1.043
C34 0.510 4.181 0.002  0.655
C35 1.718 3.549 0.294  -0.494
C36 2.919 4.232 0.201  -0.878
C37 2.918 5.563 -0.196  -0.571
C38 1.722 6.203 -0.492  -0.828
C39 0.520 5.518 -0.393  -0.146
C40 -2.299 3.964 -0.792  0.831
C41 -3.600 4.055 -0.300  -0.647
C42 -4.613 4.549 -1.108  -0.738
C43 -4.329 4.956 -2.403  -0.638
C44 -3.036 4.858 -2.899  -0.861
C45 -2.021 4.354 -2.101  -0.502
H40 -2.681 1.912 4.703  0.512
H41 -2.695 4.228 5.584  0.426
H42 -1.966 6.105 4.142  0.458
H43 -1.224 5.676 1.837  0.447
H44 1.731 2.510 0.626  0.393
H45 3.852 3.737 0.437  0.453
H46 3.852 6.104 -0.271  0.430
H47 1.725 7.240 -0.797  0.461
H48 -0.407 6.025 -0.627  0.487
H49 -3.831 3.754 0.715  0.425
H50 -5.621 4.625 -0.722  0.473
H51 -5.118 5.354 -3.028  0.448
H52 -2.817 5.178 -3.909  0.453
H53 -1.017 4.275 -2.500  0.555
F1 -1.082 1.452 -2.603  -0.070
As1 -2.452 0.388 -2.928  2.220
F2 -2.765 0.730 -1.196  -0.405
F3 -1.283 -0.806 -2.222  -0.575
F4 -3.640 -0.810 -2.917  -0.450
F5 -1.865 0.028 -4.477  -0.323
F6 -3.447 1.654 -3.404  -0.432

Cartesian forces, eV/Å:
-0.600 -0.275 -1.240
-0.010 -0.068 0.042
0.067 0.175 0.017
-0.044 -0.015 -0.102
-0.022 -0.117 -0.038
0.042 0.356 -0.023
-0.035 -0.407 0.167
0.069 0.031 -0.010
-0.600 -0.022 0.118
0.578 -0.006 0.092
-0.292 -0.092 -0.327
-0.051 0.046 0.221
0.160 -0.020 -0.022
-0.012 -0.040 -0.041
-0.045 0.002 -0.153
-0.270 0.039 0.076
-0.006 -0.012 0.097
0.031 0.019 -0.032
0.016 -0.007 -0.070
0.022 -0.016 -0.049
0.239 0.008 -0.013
0.065 0.174 0.116
-0.073 -0.057 -0.064
0.103 -0.087 -0.085
-0.121 0.101 0.141
0.103 0.032 -0.034
-0.151 -0.221 -0.123
0.305 -0.076 0.236
-0.050 0.076 0.047
0.031 -0.033 -0.037
0.001 -0.038 -0.009
0.025 0.005 0.036
0.084 0.134 0.010
-0.180 -0.002 0.283
0.032 0.077 0.019
-0.010 -0.003 -0.029
0.001 -0.011 -0.004
-0.010 -0.094 0.051
-0.006 -0.001 0.001
-0.002 -0.010 0.006
-0.005 0.017 0.014
0.008 -0.025 -0.011
0.009 0.022 0.002
-0.005 -0.013 -0.007
-0.014 0.011 -0.007
-0.008 0.011 -0.018
-0.006 0.009 -0.006
-0.007 0.008 -0.009
-0.007 0.001 0.006
0.018 0.006 0.015
-0.015 -0.002 -0.016
0.006 -0.001 0.006
-0.022 -0.014 0.014
-0.006 -0.013 -0.006
-0.002 0.006 0.003
-0.007 0.013 0.005
-0.003 0.004 -0.001
-0.020 -0.016 -0.008
0.009 0.015 0.001
0.012 -0.017 0.039
-0.011 0.001 0.000
0.011 0.010 0.017
0.004 0.035 -0.012
0.021 -0.002 0.010
-0.011 0.007 -0.018
-0.003 -0.002 -0.014
-0.005 -0.005 0.005
0.004 0.016 -0.002
-0.003 -0.004 0.015
0.011 -0.021 -0.006
0.017 0.003 -0.003
0.007 -0.003 0.009
-0.014 0.007 0.010
-0.010 -0.003 0.011
0.004 0.002 0.004
-0.007 0.015 -0.034
-0.007 -0.010 0.010
0.242 0.122 -0.071
-0.076 -0.225 0.044
0.004 0.069 -0.004
-0.003 0.002 0.019
0.000 -0.051 -0.021
0.002 0.092 0.018
0.028 -0.026 0.025
0.093 0.281 -0.010
0.054 0.048 0.012
0.059 -0.056 0.030
-0.040 0.038 -0.016
0.015 0.002 0.007
-0.011 -0.025 0.003
-0.031 0.042 -0.019
-0.026 -0.066 0.058
-0.086 0.018 0.004
0.046 -0.021 0.042
-0.029 0.019 -0.024
0.056 -0.006 0.010
0.003 0.022 -0.095
0.004 0.004 -0.004
0.005 0.009 -0.007
0.004 0.003 -0.003
0.004 -0.008 -0.004
-0.019 -0.005 -0.003
-0.006 -0.010 0.002
-0.004 -0.002 -0.002
-0.004 -0.004 0.002
-0.001 -0.007 -0.004
0.008 0.003 0.001
0.007 0.002 0.002
0.005 -0.005 -0.005
-0.001 -0.002 0.002
0.004 0.011 0.021
0.486 0.486 0.073
-0.390 0.035 -0.305
0.000 -0.036 0.688
0.238 -0.302 0.327
-0.014 -0.048 -0.033
0.044 -0.028 -0.039
0.001 0.012 -0.012

Results
⟨S²⟩: 0.761
Gap between HOMO and LUMO (spin up / spin down) in Eh: 0.2480 / 0.1370
HOMO energy (spin up / spin down) in eV: -15.242 / -15.241
Multiplicity: 2
Total charge: +3



no.,E_tot (Ha)
1,-3498.69718
2,-6968.81164